[1]
{
  "formula": "C27H25N4O2PdSSe2",
  "method": "ωB97M-V/def2-TZVPD",
  "species": ["Pd", "O", "C", "O", "C", "C", "C", "C", "C", "C", "S", "H", "H", "H", "H", "Se", "N", "C", "C", "C", "C", "C", "C", "N", "H", "H", "H", "H", "C", "N", "C", "Se", "N", "C", "C", "C", "C", "C", "C", "H", "H", "H", "H", "H", "H", "H", "H", "C", "C", "C", "C", "C", "C", "H", "H", "H", "H", "H", "H", "H", "H", "H"],
  "coordinates": [[-0.13533, -0.09870, -0.33829], [3.72359, 0.06021, -0.05981], [2.99763, 0.89620, -0.47605], [1.94566, 0.51286, -1.36808], [2.90704, 2.33964, -0.25209], [3.80918, 3.08236, 0.50157], [3.57557, 4.43950, 0.64920], [2.45642, 5.03578, 0.05176], [1.55231, 4.30217, -0.69898], [1.79750, 2.94164, -0.83893], [0.85355, 1.74925, -1.70780], [4.66593, 2.59909, 0.95141], [4.26241, 5.04428, 1.22468], [2.29123, 6.09861, 0.17109], [0.69677, 4.77914, -1.15810], [2.10475, -0.20354, 2.67420], [1.02318, 0.89825, 1.78105], [0.36486, 1.60354, 2.68116], [-0.61624, 2.59728, 2.37612], [-1.23076, 3.23257, 3.40152], [-0.92136, 2.93605, 4.77439], [-0.00278, 2.00270, 5.11134], [0.67079, 1.29709, 4.06510], [1.57192, 0.35404, 4.26168], [-0.84627, 2.81597, 1.34190], [-1.97766, 3.98806, 3.19411], [-1.44266, 3.48215, 5.54942], [0.23993, 1.77345, 6.14012], [-1.57938, -1.67918, 2.82988], [-2.49453, -2.30239, 1.88291], [-2.85217, -1.81940, 0.69254], [-2.48664, -0.13007, -0.05422], [-3.63822, -2.71739, 0.09195], [-3.76787, -3.84829, 0.88665], [-4.43996, -5.04864, 0.70720], [-4.31409, -5.98126, 1.71865], [-3.54872, -5.72591, 2.86506], [-2.88755, -4.52521, 3.04389], [-3.01859, -3.58822, 2.02747], [-1.44268, -0.63978, 2.55047], [-0.61857, -2.19168, 2.79267], [-2.00366, -1.73616, 3.83006], [-3.99385, -2.58762, -0.84210], [-5.02344, -5.24941, -0.18154], [-4.81421, -6.93541, 1.62311], [-3.47595, -6.48908, 3.62809], [-2.29688, -4.32914, 3.92900], [-0.71443, -5.54338, -0.36614], [0.41470, -4.61346, 0.08834], [1.67096, -4.87936, -0.75582], [0.72300, -4.87036, 1.57074], [0.02856, -3.19918, -0.08372], [-0.15590, -2.01137, -0.21578], [-0.39566, -6.58321, -0.26569], [-0.97118, -5.36373, -1.41028], [-1.60837, -5.40392, 0.24440], [1.99433, -5.91431, -0.62282], [2.48509, -4.21862, -0.45636], [1.46714, -4.71312, -1.81386], [1.04119, -5.90573, 1.71321], [-0.16454, -4.70182, 2.18531], [1.52026, -4.21213, 1.92057]],
  "atomic_forces_ev_per_a": [[-0.1356, -0.1749, -0.2611], [0.0910, 0.0201, 0.0333], [-0.3836, 0.1139, -0.2922], [0.0092, 0.1499, 0.0704], [-0.0372, 0.1683, -0.0451], [-0.1347, 0.1624, -0.0480], [-0.1670, -0.0216, -0.1027], [0.2037, -0.0611, 0.1206], [0.0097, -0.2409, -0.0350], [0.3394, -0.0299, 0.3136], [0.0895, -0.0711, 0.0065], [0.0039, -0.0226, -0.0069], [-0.0178, 0.0154, -0.0093], [0.0283, -0.0110, 0.0201], [0.0018, -0.0201, -0.0048], [0.0633, -0.0886, 0.0583], [0.2594, -0.1537, -0.0405], [-0.1169, 0.0099, 0.1113], [-0.0204, 0.0338, 0.0493], [0.0024, 0.0000, -0.0148], [-0.0203, 0.0193, 0.0082], [-0.0299, 0.0378, 0.0488], [-0.0205, 0.0230, -0.0966], [-0.0198, -0.0161, -0.0828], [-0.0108, 0.0091, -0.0138], [0.0051, -0.0060, 0.0038], [0.0002, -0.0018, -0.0085], [-0.0040, 0.0041, -0.0184], [-0.0781, -0.0918, -0.0684], [0.1009, -0.0109, 0.2079], [0.0142, 0.0039, 0.1175], [0.0886, -0.0323, -0.0736], [-0.1312, -0.0754, -0.1678], [0.0372, 0.0480, -0.0087], [-0.0238, -0.0282, -0.0359], [-0.0087, -0.0096, -0.0275], [0.0240, 0.0203, 0.0306], [-0.0050, -0.0046, 0.0436], [0.0345, 0.1289, -0.0100], [-0.0178, 0.0707, -0.0253], [0.0085, -0.0161, -0.0179], [-0.0174, -0.0162, 0.0059], [0.0047, 0.0010, 0.0278], [0.0124, 0.0036, 0.0232], [0.0042, 0.0137, -0.0019], [0.0032, 0.0159, -0.0090], [-0.0159, -0.0081, -0.0165], [-0.0164, -0.0381, 0.0126], [0.0435, -0.0291, -0.0337], [-0.0066, -0.0122, 0.0315], [0.0062, 0.0213, -0.0120], [0.0788, -0.0498, 0.0222], [-0.1056, 0.1922, 0.2774], [-0.0077, 0.0195, -0.0082], [-0.0125, 0.0097, -0.0149], [0.0071, -0.0028, -0.0086], [-0.0129, 0.0280, -0.0029], [-0.0061, -0.0083, -0.0018], [0.0002, 0.0030, 0.0100], [-0.0074, 0.0335, -0.0125], [0.0200, -0.0109, -0.0125], [-0.0037, -0.0165, -0.0038]],
  "total_charge": 1,
  "multiplicity": 1,
  "homo_energy_ev": -11.2,
  "e_above_lowest_ev": 0.675
}

=====

[2]
{
  "formula": "C59H43BaN5O4Si",
  "method": "ωB97M-V/def2-TZVPD",
  "species": ["Ba", "C", "C", "C", "C", "C", "C", "C", "C", "C", "C", "C", "N", "C", "C", "C", "C", "C", "C", "C", "C", "C", "C", "C", "C", "C", "N", "C", "C", "C", "C", "C", "C", "C", "C", "C", "C", "C", "C", "N", "C", "C", "N", "C", "C", "C", "C", "C", "C", "H", "H", "H", "H", "H", "H", "H", "H", "H", "H", "H", "H", "H", "H", "H", "H", "H", "H", "H", "H", "H", "H", "H", "H", "H", "H", "H", "H", "O", "C", "O", "C", "C", "C", "C", "C", "C", "N", "O", "O", "H", "H", "H", "H", "C", "Si", "C", "C", "C", "C", "C", "C", "C", "H", "H", "H", "H", "H", "H", "H", "H", "H", "H", "H"],
  "coordinates": [[-0.43492, 0.00937, -0.54818], [-7.91517, 1.14103, -3.08588], [-7.92209, 0.09063, -2.17723], [-6.75908, -0.26606, -1.51203], [-5.56150, 0.41342, -1.74446], [-5.57075, 1.46939, -2.65505], [-6.73464, 1.83036, -3.31955], [-4.30460, 0.06567, -1.02200], [-3.85177, 1.03258, -0.09794], [-4.63128, 2.17705, 0.36904], [-3.92965, 2.73706, 1.38015], [-2.70649, 1.95352, 1.53184], [-2.71816, 0.95861, 0.61678], [-1.71220, 2.15984, 2.50404], [-0.56623, 1.36580, 2.76867], [0.42978, 1.64309, 3.79300], [1.37211, 0.67250, 3.69561], [0.95362, -0.21093, 2.61966], [1.60512, -1.40313, 2.23939], [2.98040, -1.58450, 2.78618], [3.31644, -2.59782, 3.68110], [4.62086, -2.72958, 4.13703], [5.60661, -1.85466, 3.70089], [5.28141, -0.83884, 2.81206], [3.97635, -0.70227, 2.36300], [1.09627, -2.43259, 1.42310], [-0.08560, -2.36973, 0.76730], [-0.30333, -3.54213, 0.14947], [-1.42656, -3.84637, -0.65994], [-1.47549, -5.23828, -1.20053], [-0.61172, -5.63481, -2.22232], [-0.64781, -6.92707, -2.72345], [-1.55226, -7.84996, -2.21386], [-2.41750, -7.46769, -1.19977], [-2.37627, -6.17360, -0.69753], [-2.48805, -3.00134, -1.02554], [-3.62331, -3.39114, -1.85604], [-4.39962, -2.29218, -2.00254], [-3.76050, -1.21829, -1.24623], [-2.61198, -1.68812, -0.71192], [0.80687, -4.44015, 0.43363], [1.68667, -3.74281, 1.19802], [-0.20723, 0.25170, 2.10276], [-1.90369, 3.35764, 3.37244], [-2.12820, 3.22616, 4.74294], [-2.31682, 4.34175, 5.54493], [-2.28732, 5.61382, 4.99018], [-2.06977, 5.75760, 3.62726], [-1.88089, 4.64089, 2.82613], [-8.82443, 1.42237, -3.60348], [-8.84138, -0.44811, -1.97860], [-6.76588, -1.07455, -0.79150], [-4.64892, 2.00916, -2.83566], [-6.71519, 2.65356, -4.02361], [-5.59813, 2.48490, 0.00147], [-4.22538, 3.58046, 1.98435], [0.42628, 2.46956, 4.48585], [2.25752, 0.56149, 4.30223], [2.54181, -3.27531, 4.01941], [4.87004, -3.51897, 4.83682], [6.62585, -1.96464, 4.05184], [6.04497, -0.15346, 2.46254], [3.70488, 0.07536, 1.65813], [0.08787, -4.90841, -2.61815], [0.03064, -7.21380, -3.51818], [-1.58182, -8.85984, -2.60519], [-3.12566, -8.18001, -0.79277], [-3.04766, -5.87514, 0.09849], [-3.80039, -4.37126, -2.27156], [-5.31564, -2.21851, -2.56703], [0.91329, -5.46055, 0.09827], [2.63768, -4.09029, 1.57052], [-2.15519, 2.23208, 5.17248], [-2.49110, 4.21698, 6.60738], [-2.43168, 6.48666, 5.61574], [-2.03904, 6.74467, 3.18185], [-1.70572, 4.75416, 1.76340], [1.58962, -0.99821, -2.09082], [2.41956, -0.47549, -1.31590], [2.22206, 0.46653, -0.51906], [3.80111, -1.12243, -1.24675], [3.93927, -2.46830, -1.55917], [5.15758, -3.11501, -1.39703], [6.25968, -2.41852, -0.93443], [6.10162, -1.07148, -0.63476], [4.89221, -0.40994, -0.77098], [7.25091, -0.34695, -0.11609], [8.32190, -0.92715, -0.04866], [7.09539, 0.80239, 0.24335], [3.06268, -2.99664, -1.91106], [5.24362, -4.17087, -1.62187], [7.21889, -2.89053, -0.79093], [4.77550, 0.62840, -0.49715], [-0.57099, 5.14972, -1.78495], [0.25258, 3.42936, -1.42464], [1.15237, 3.83318, 0.23865], [1.76352, 3.55293, -2.62940], [1.61130, 3.94196, -3.96552], [2.67765, 3.97229, -4.85501], [3.94829, 3.59746, -4.43578], [4.12966, 3.19741, -3.11798], [3.05474, 3.18029, -2.23779], [0.13302, 5.98251, -1.66343], [-1.41656, 5.31249, -1.10809], [-0.97680, 5.19006, -2.80000], [1.82956, 4.69009, 0.12749], [1.72438, 2.98833, 0.63153], [0.41043, 4.08662, 1.00322], [0.62680, 4.22586, -4.32716], [2.51417, 4.28371, -5.88226], [4.78300, 3.61038, -5.12816], [5.11255, 2.89390, -2.77136], [3.22105, 2.85162, -1.21767]],
  "atomic_forces_ev_per_a": [[-0.4019, 0.3407, -0.2516], [-0.0300, -0.0175, 0.0094], [-0.0407, -0.0066, -0.0122], [0.0882, 0.0268, -0.0041], [-0.0775, 0.0009, -0.0259], [-0.0088, 0.0081, -0.0186], [0.0358, 0.0207, -0.0061], [-0.1132, -0.0675, -0.0567], [-0.0238, -0.0022, 0.2452], [-0.0087, 0.0446, -0.0368], [-0.0278, 0.0363, 0.0442], [-0.0310, -0.0916, -0.1295], [0.4782, -0.4257, 0.0297], [-0.0152, 0.0683, 0.0481], [0.0083, 0.0304, 0.0372], [0.0886, -0.0050, 0.0332], [0.0502, 0.0459, -0.0391], [-0.1950, 0.0584, 0.0493], [0.0873, -0.1030, 0.2379], [0.0678, 0.0527, -0.0958], [-0.0353, 0.0683, -0.0227], [0.0048, -0.0372, 0.0162], [0.0334, -0.0127, 0.0129], [0.0048, 0.0031, 0.0266], [-0.0195, -0.0356, 0.0276], [-0.2044, -0.0589, -0.0126], [-0.3294, 0.4589, -0.0505], [0.0255, 0.0078, -0.0513], [0.0367, -0.0788, -0.0038], [0.0335, -0.0261, -0.0401], [-0.0336, 0.0518, 0.0613], [0.0091, -0.0328, -0.0197], [0.0232, -0.0120, -0.0278], [-0.0256, 0.0176, 0.0270], [-0.0121, -0.0299, 0.0017], [-0.0645, 0.1525, -0.0965], [0.0052, -0.0228, -0.0059], [0.0140, 0.0194, -0.0697], [0.0207, -0.1778, 0.1729], [0.2746, 0.1939, 0.3311], [0.0856, -0.0047, 0.0372], [0.0508, -0.0220, -0.0466], [-0.3046, -0.1940, -0.2846], [-0.0081, 0.0520, 0.0444], [0.0150, -0.0125, -0.0442], [-0.0063, -0.0003, 0.0411], [-0.0020, 0.0136, 0.0012], [-0.0013, 0.0240, -0.0151], [0.0119, -0.0221, 0.0033], [-0.0024, -0.0031, 0.0003], [0.0003, -0.0003, 0.0000], [-0.0083, -0.0043, 0.0039], [0.0073, -0.0049, 0.0067], [-0.0025, 0.0008, -0.0003], [-0.0018, -0.0108, -0.0060], [0.0033, 0.0000, -0.0040], [-0.0106, 0.0080, -0.0199], [0.0091, -0.0069, -0.0060], [0.0091, -0.0160, 0.0112], [-0.0071, -0.0048, 0.0000], [-0.0008, 0.0010, -0.0010], [-0.0234, 0.0105, 0.0255], [-0.0058, 0.0044, 0.0209], [0.0071, -0.0048, -0.0091], [-0.0018, -0.0017, -0.0010], [0.0034, 0.0012, -0.0035], [0.0007, -0.0003, -0.0012], [0.0028, 0.0118, 0.0008], [0.0010, 0.0033, -0.0112], [-0.0045, -0.0009, 0.0000], [-0.0154, 0.0039, -0.0193], [0.0004, 0.0060, 0.0115], [-0.0012, -0.0006, 0.0033], [-0.0007, -0.0025, -0.0004], [-0.0002, -0.0009, 0.0020], [0.0008, 0.0013, 0.0013], [0.0117, -0.0065, -0.0043], [-0.0368, -0.0897, -0.1499], [0.4655, -0.3178, 0.0878], [0.1891, 0.1988, 0.0864], [-0.1285, -0.0147, 0.0147], [0.0024, 0.0450, -0.0341], [0.0168, -0.0523, -0.0043], [-0.0969, 0.0870, -0.0056], [-0.2484, -0.1962, -0.1650], [0.0213, -0.1220, -0.0479], [0.2718, 0.1829, 0.1565], [0.1192, -0.1461, -0.0386], [-0.0816, 0.1919, 0.0125], [-0.0043, 0.0037, -0.0044], [0.0135, 0.0050, 0.0052], [0.0185, -0.0018, 0.0050], [0.0322, 0.0118, 0.0010], [0.0037, -0.0376, 0.0341], [0.0147, -0.0768, -0.0538], [-0.0795, 0.0833, -0.0037], [-0.1889, -0.0235, 0.0814], [0.0560, 0.0325, -0.0597], [-0.0295, 0.0007, 0.0021], [0.0376, -0.0016, -0.0322], [-0.0288, -0.0033, 0.0092], [0.0921, -0.0234, 0.0248], [0.0068, 0.0119, -0.0065], [0.0054, -0.0102, 0.0266], [0.0103, 0.0102, -0.0161], [0.0213, -0.0004, 0.0400], [0.0112, -0.0372, -0.0457], [0.0037, 0.0038, 0.0233], [-0.0056, 0.0005, 0.0102], [0.0156, -0.0014, -0.0065], [0.0003, 0.0023, 0.0010], [0.0084, 0.0030, -0.0135], [-0.0121, 0.0012, -0.0058]],
  "total_charge": -2,
  "multiplicity": 1,
  "homo_energy_ev": -0.9,
  "e_above_lowest_ev": 0.000
}